Here is 2 unconnected molecules or ions with the total composition C3H12N3O at a distorted geometry from the Open Molecules 2025 dataset. Energies are from ωB97M-V with the def2-TZVPD basis set.

Computed properties:
Energy relative to the best compared isomer or geometry (same formula, charge and spin), eV: 0.833
Charge: +1
Largest force on an atom, eV Å⁻¹: 2.2
E_LUMO, eV: -2.92
2S+1: 1
Energy, eV: -9817.9797
HOMO, Ha: -0.53177

```
19
Properties=species:S:1:pos:R:3:forces:R:3
C -1.454 0.366 -0.226 -0.27 0.36 -2.14
N -2.171 0.291 -1.381 -0.08 -0.60 0.14
N -0.143 0.519 -0.387 0.48 0.23 1.20
N -2.099 0.367 0.931 0.39 0.54 0.69
C 2.108 1.293 0.239 0.65 -0.85 -1.18
C 0.799 0.760 0.744 -0.92 -0.16 1.14
H -1.700 -0.113 -2.194 -0.65 0.44 0.39
H -3.185 0.424 -1.390 0.79 -0.36 -0.04
H 0.280 0.375 -1.307 -0.46 0.28 0.50
H -3.111 0.218 0.961 0.78 0.18 0.04
H -1.614 0.745 1.748 -0.54 -0.43 -0.34
H 2.551 0.396 -0.226 0.52 0.64 -0.13
H 2.825 1.701 0.971 -0.70 -0.34 -0.07
H 1.939 2.049 -0.546 0.10 -0.20 0.37
H 0.876 -0.206 1.279 0.33 0.54 -0.10
H 0.399 1.507 1.456 -0.40 -0.35 -0.47
O 1.012 -3.282 -0.044 0.63 -0.63 -0.61
H 1.949 -3.520 0.138 -0.99 0.16 -0.21
H 0.739 -3.890 -0.769 0.35 0.56 0.81
```
Positions in Å, forces in eV/Å.

Löwdin atomic charge list, values in e, 5 entries:
1. C -0.43
2. N 0.18
3. N 0.09
4. N 0.22
5. C -0.08



Here is a molecular structure, C29H45FeO2SSi at a distorted geometry from the Open Molecules 2025 dataset. Energies are from ωB97M-V with the def2-TZVPD basis set.

Computed properties:
Energy relative to the best compared isomer or geometry (same formula, charge and spin), eV: 0.000
Charge: -1
Largest force on an atom, eV Å⁻¹: 1.2
E_LUMO (alpha / beta), eV: 2.59 / 2.60
2S+1: 1
Energy, eV: -88000.5969
HOMO (alpha / beta), Ha: -0.16272 / -0.16299

```
79
Properties=species:S:1:pos:R:3:forces:R:3
Fe 0.979 0.689 0.321 0.42 0.85 -0.71
C -2.993 -0.116 4.546 0.09 -0.07 -0.12
C -1.777 -0.858 3.992 -0.12 0.02 0.14
C -1.334 -1.943 4.981 -0.02 0.05 -0.09
C -0.627 0.062 3.620 -0.03 0.01 -0.08
C 0.595 -0.472 3.214 0.07 -0.01 -0.07
C 1.663 0.342 2.850 0.09 0.13 0.36
C 1.567 1.737 2.935 0.05 -0.03 0.23
C 2.765 2.609 2.685 -0.06 -0.04 -0.12
C 0.341 2.266 3.323 0.06 -0.01 -0.03
C -0.733 1.450 3.645 -0.01 -0.01 0.02
H -3.769 -0.835 4.815 -0.01 0.01 0.01
H -3.413 0.563 3.804 -0.01 0.04 0.04
H -2.730 0.454 5.440 -0.03 0.02 0.01
H -2.102 -1.362 3.076 0.00 0.01 0.07
H -0.927 -1.489 5.888 0.00 -0.01 0.01
H -0.575 -2.597 4.553 0.02 0.01 0.03
H -2.188 -2.564 5.259 0.01 -0.02 0.02
H 0.737 -1.545 3.188 -0.02 0.01 -0.02
H 2.621 -0.107 2.604 -0.02 0.00 -0.11
H 3.111 2.526 1.654 0.03 -0.01 0.00
H 3.593 2.305 3.328 0.00 0.03 0.02
H 2.530 3.654 2.880 0.00 0.01 0.00
H 0.218 3.342 3.357 0.03 0.00 0.00
H -1.664 1.922 3.931 -0.01 -0.02 0.00
O 4.418 2.632 -0.639 0.00 -0.07 0.00
C 3.277 2.241 -0.872 -0.13 0.20 -0.17
O 2.788 1.127 -0.454 -0.64 -0.55 0.51
C 2.395 3.093 -1.766 -0.10 -0.05 0.09
C 2.986 3.594 -2.921 0.07 0.01 0.00
C 2.274 4.353 -3.834 0.05 -0.03 -0.02
C 0.943 4.650 -3.570 0.01 0.07 -0.03
C 0.345 4.173 -2.418 0.00 -0.06 0.05
C 1.043 3.376 -1.502 0.15 -0.01 -0.21
S 0.168 2.837 -0.077 -0.06 -0.75 0.29
H 4.033 3.369 -3.085 -0.01 0.01 0.00
H 2.753 4.704 -4.740 -0.02 0.03 0.02
H 0.372 5.258 -4.263 -0.02 -0.03 0.00
H -0.695 4.390 -2.207 0.00 0.03 -0.02
C -2.996 -1.691 -1.542 0.05 -0.01 0.04
C -2.136 -0.506 -1.096 0.26 -0.07 0.08
C -2.392 0.656 -2.063 0.05 -0.02 -0.01
C -2.599 -0.032 0.291 0.06 -0.02 -0.02
Si -0.200 -0.895 -1.009 -0.08 0.01 -0.25
C 0.522 -1.011 -2.839 -0.03 0.05 0.20
C 0.664 0.409 -3.393 0.02 0.04 0.01
C -0.277 -1.843 -3.847 -0.06 0.03 0.11
C 1.948 -1.576 -2.752 -0.06 -0.02 0.06
C 0.057 -2.677 -0.163 -0.06 0.16 -0.09
C 1.493 -2.727 0.383 -0.04 0.04 -0.11
C -0.164 -3.881 -1.083 0.01 0.02 0.03
C -0.882 -2.827 1.039 0.06 0.07 -0.09
H -4.052 -1.395 -1.603 -0.01 0.01 0.00
H -2.931 -2.530 -0.846 -0.07 0.04 -0.10
H -2.692 -2.050 -2.528 -0.07 -0.03 0.01
H -3.433 0.992 -1.968 -0.01 -0.01 0.02
H -2.244 0.356 -3.102 0.02 0.03 0.02
H -1.743 1.507 -1.842 -0.02 0.02 -0.03
H -3.625 0.356 0.239 -0.02 -0.01 -0.02
H -1.956 0.774 0.658 -0.07 0.01 0.01
H -2.591 -0.840 1.023 -0.01 0.03 0.01
H -0.291 0.902 -3.565 0.02 0.01 0.01
H 1.203 0.395 -4.350 0.01 -0.06 -0.01
H 1.236 1.020 -2.700 0.05 0.12 -0.01
H -1.250 -1.391 -4.056 0.03 -0.05 0.00
H -0.443 -2.867 -3.506 -0.03 0.02 -0.09
H 0.269 -1.888 -4.798 0.01 -0.01 -0.01
H 2.549 -1.008 -2.037 0.03 0.00 -0.04
H 2.433 -1.505 -3.733 0.00 0.02 -0.01
H 1.958 -2.628 -2.457 0.06 0.06 -0.07
H 2.237 -2.751 -0.413 -0.01 0.03 0.07
H 1.637 -3.622 1.004 0.00 -0.01 0.03
H 1.709 -1.850 1.001 0.05 -0.07 0.05
H 0.563 -3.906 -1.895 -0.08 -0.06 0.02
H -1.165 -3.868 -1.521 0.04 -0.06 0.00
H -0.058 -4.818 -0.518 0.00 0.00 0.02
H -0.823 -1.947 1.680 -0.03 -0.11 -0.03
H -0.605 -3.706 1.638 0.05 -0.01 0.00
H -1.919 -2.960 0.729 0.04 0.03 0.10
```
Positions in Å, forces in eV/Å.

Löwdin atomic charge list, values in e, 5 entries:
1. Fe 0.30
2. C -0.08
3. C -0.38
4. C -0.07
5. C -0.20



Here is 2 unconnected molecules or ions with the total composition C4H6ClNO at a distorted geometry from the Open Molecules 2025 dataset. Energies are from ωB97M-V with the def2-TZVPD basis set.

Computed properties:
Energy relative to the best compared isomer or geometry (same formula, charge and spin), eV: 4.279
Largest force on an atom, eV Å⁻¹: 5.4
E_LUMO, eV: 0.75
2S+1: 1
SMILES: N=C=CO.C=CCl
Energy, eV: -20301.5991
HOMO, Ha: -0.29847

```
13
Properties=species:S:1:pos:R:3:forces:R:3
N 0.671 0.163 -2.290 -0.70 2.96 -2.27
C 0.902 -0.628 -1.426 0.06 -0.06 1.37
C 1.222 -1.362 -0.427 1.63 -5.07 0.79
O 1.444 -1.061 0.904 0.14 1.01 -0.85
H -0.253 0.642 -2.375 0.56 -1.20 -0.10
H 1.447 -2.498 -0.599 -0.90 2.29 0.15
H 1.278 -0.109 0.935 0.06 0.00 0.69
C -1.258 0.268 1.605 0.31 2.40 -1.87
C -1.351 -0.110 0.334 -0.76 1.43 -0.93
Cl -1.868 -1.591 -0.332 -0.43 -1.12 0.48
H -1.098 1.376 1.774 -0.02 -1.50 -0.11
H -1.361 -0.349 2.434 -0.21 -1.13 1.21
H -1.310 0.563 -0.555 0.25 -0.01 1.45
```
Positions in Å, forces in eV/Å.

Löwdin atomic charge list, values in e, 5 entries:
1. N 0.15
2. C -0.28
3. C -0.27
4. O -0.03
5. H 0.08



Here is 4 unconnected molecules or ions with the total composition C3H8N2 at a distorted geometry from the Open Molecules 2025 dataset. Energies are from ωB97M-V with the def2-TZVPD basis set.

Computed properties:
Energy relative to the best compared isomer or geometry (same formula, charge and spin), eV: 9.491
Largest force on an atom, eV Å⁻¹: 5.0
E_LUMO, eV: 0.17
2S+1: 1
Energy, eV: -6212.3559
HOMO, Ha: -0.30438

```
13
Properties=species:S:1:pos:R:3:forces:R:3
C 0.576 1.405 0.053 -2.39 0.42 -0.97
C 1.486 -0.895 0.095 0.43 -0.62 -1.16
C -1.926 -0.063 0.068 0.32 -0.53 -0.64
H 1.566 1.478 0.487 -0.06 0.20 0.08
H -0.266 1.684 0.787 1.41 0.04 -0.87
H 0.506 2.082 -0.900 0.04 -1.29 1.75
H 2.353 -0.780 -1.259 -1.88 -0.68 4.14
H 2.299 -0.263 1.378 -2.07 -1.93 -3.45
H 0.684 -2.242 0.315 2.97 3.97 -0.65
H -1.967 1.017 -0.220 -0.25 -0.84 0.60
H -2.934 -0.593 0.366 2.54 0.77 -0.92
N 0.337 -0.027 -0.239 3.37 -0.43 0.49
N -0.774 -0.697 -0.082 -4.43 0.93 1.62
```
Positions in Å, forces in eV/Å.

Löwdin atomic charge list, values in e, 5 entries:
1. C -0.10
2. C -0.16
3. C -0.06
4. H 0.02
5. H 0.09